Version A
Formula: C2H8S2
Source: the OMol25 dataset
Level of theory: wB97M-V/def2-TZVPD

Cartesian coordinates (Å):
C -0.655 -0.356 2.571
S 1.008 -1.121 2.895
H -0.694 0.143 1.663
H -1.449 -1.090 2.533
H -1.016 0.418 3.346
H 1.831 -0.219 2.141
C 0.079 0.645 -2.925
S 0.571 0.483 -1.170
H 1.010 0.622 -3.578
H -0.633 -0.208 -3.138
H -0.469 1.553 -3.063
H 0.417 -0.872 -1.275

Values from the calculation:
* expectation value of S²: 0.755
* orbital gap (spin up / spin down): 10.768 / 3.308 eV
* charge: +1
* spin multiplicity: 2
* LUMO level (spin up / spin down): -3.5 / -9.3 eV

***

Version B
Formula: C2H8S2
Source: the OMol25 dataset
Level of theory: wB97M-V/def2-TZVPD

Cartesian coordinates (Å):
C 2.562 -3.266 -0.185
S 2.221 -2.011 1.296
H 1.956 -4.077 -0.204
H 2.251 -2.615 -0.981
H 3.617 -3.347 -0.074
H 1.483 -2.553 2.356
C -1.666 3.406 -0.398
S -2.692 1.925 -0.951
H -1.714 4.132 -1.219
H -2.408 3.796 0.320
H -0.745 3.516 0.026
H -2.282 1.681 -2.259

Values from the calculation:
* expectation value of S²: 0.755
* orbital gap (spin up / spin down): 10.710 / 2.222 eV
* charge: +1
* spin multiplicity: 2
* LUMO level (spin up / spin down): -3.2 / -9.3 eV

***

Stability ranking, top entry: version A; the second entry is 0.0321 hartree less favorable.

***

Version A
Formula: C4H6NS
Source: the OMol25 dataset
Level of theory: wB97M-V/def2-TZVPD

Cartesian coordinates (Å):
C -0.757 1.529 0.076
C 0.830 -0.172 0.007
C -1.897 0.506 -0.012
C 1.876 -1.086 -0.051
N 0.414 0.963 -0.033
S -1.415 -1.267 0.089
H -0.789 2.669 0.004
H -2.733 0.811 0.702
H -2.192 0.389 -1.043
H 1.964 -1.719 -0.907
H 1.886 -1.952 0.837
H 2.812 -0.672 0.332

Values from the calculation:
* orbital gap (spin up / spin down): 8.775 / 6.579 eV
* charge: +1
* spin multiplicity: 1
* LUMO level (spin up / spin down): -6.1 / -7.1 eV

***

Version B
Formula: C4H6NS
Source: the OMol25 dataset
Level of theory: wB97M-V/def2-TZVPD

Cartesian coordinates (Å):
C -1.699 0.087 0.455
C 0.420 -1.132 0.116
C -0.574 2.296 -0.433
C 1.628 -1.840 -0.053
N -0.575 -0.608 0.462
S -3.271 0.057 0.868
H 0.412 2.189 -0.229
H -1.177 2.711 0.376
H -0.951 2.368 -1.467
H 1.868 -2.377 0.898
H 2.422 -1.133 -0.299
H 1.497 -2.618 -0.694

Values from the calculation:
* orbital gap (spin up / spin down): 6.430 / 6.690 eV
* charge: +1
* spin multiplicity: 1
* LUMO level (spin up / spin down): -6.3 / -6.0 eV

***

Stability ranking, top entry: version A; the second entry is 0.0501 hartree less favorable.

***

Version A
Formula: C3HN3O2
Source: the OMol25 dataset
Level of theory: wB97M-V/def2-TZVPD

Cartesian coordinates (Å):
N 2.983 -0.989 -1.269
C 1.745 -0.648 -1.312
C 0.462 -0.114 -0.634
N 0.182 1.062 -0.391
C -0.863 1.056 0.477
O -1.567 1.844 1.119
N -1.117 -0.224 0.704
O -0.246 -0.944 -0.038
H -1.581 -1.043 1.345

Values from the calculation:
* orbital gap: 9.551 eV
* structure (SMILES): N#Cc1nc(=O)[nH]o1
* charge: 0
* spin multiplicity: 1
* LUMO level: -0.9 eV

***

Version B
Formula: C3HN3O2
Source: the OMol25 dataset
Level of theory: wB97M-V/def2-TZVPD

Cartesian coordinates (Å):
C 0.944 -0.732 -1.098
N 1.532 0.126 -0.236
C 0.419 0.486 0.553
N -0.046 1.325 1.450
O -1.387 1.137 1.541
N -1.951 0.192 0.568
C -0.760 -0.197 0.023
O -0.377 -1.027 -0.960
H 1.627 -1.309 -1.841

Values from the calculation:
* orbital gap: 10.092 eV
* structure (SMILES): c1nc2nonc2o1
* charge: 0
* spin multiplicity: 1
* LUMO level: -0.6 eV

***

Stability ranking, top entry: version B; the second entry is 0.0173 hartree less favorable.

***

Version A
Formula: C8H11BrFN
Source: the OMol25 dataset
Level of theory: wB97M-V/def2-TZVPD

Cartesian coordinates (Å):
C 0.983 -1.285 1.833
C 1.026 -0.966 0.322
C 2.143 0.027 -0.052
F 1.233 -2.139 -0.332
C -0.294 -0.416 -0.240
Br -1.711 -1.884 0.124
C -0.783 0.812 0.505
C -2.010 1.440 -0.163
C -2.153 1.288 -1.499
C -1.105 0.523 -2.201
N -0.272 -0.247 -1.641
H 1.621 -2.215 1.997
H -0.006 -1.552 2.065
H 1.388 -0.582 2.477
H 3.033 -0.176 0.508
H 2.505 -0.117 -1.064
H 2.196 1.110 -0.078
H 0.097 1.373 0.611
H -1.163 0.498 1.597
H -2.787 1.853 0.438
H -2.855 1.972 -1.901
H -1.087 0.681 -3.307

Values from the calculation:
* orbital gap: 9.372 eV
* structure (SMILES): CC(C)(F)[C@@]1(Br)CC=CC=N1
* charge: 0
* spin multiplicity: 1
* LUMO level: -0.2 eV

***

Version B
Formula: C8H11BrFN
Source: the OMol25 dataset
Level of theory: wB97M-V/def2-TZVPD

Cartesian coordinates (Å):
C -1.322 -3.057 -0.433
C -1.629 -1.768 -0.190
N -0.612 -0.859 -0.018
C -0.892 0.382 0.134
Br -2.614 1.196 0.202
C 0.245 1.401 0.582
C 1.568 0.994 -0.013
C 0.308 1.608 2.081
F -0.023 2.612 -0.079
H -0.343 -3.367 -0.728
H -2.217 -3.675 -0.375
H -2.657 -1.340 -0.402
H 1.422 0.449 -0.879
H 2.126 0.289 0.507
H 2.134 1.999 -0.180
H 1.338 1.980 2.434
H -0.420 2.325 2.382
H 0.208 0.657 2.575
C -0.383 0.037 -3.148
C -0.678 1.158 -2.816
H -0.150 -0.955 -3.658
H -0.689 2.147 -2.609

Values from the calculation:
* orbital gap: 9.339 eV
* structure (SMILES): C=C/N=C(\Br)C(C)(C)F.C#C
* charge: 0
* spin multiplicity: 1
* LUMO level: 0.2 eV

***

Stability ranking, top entry: version A; the second entry is 0.0879 hartree less favorable.

***

Version A
Formula: C3H2FP
Source: the OMol25 dataset
Level of theory: wB97M-V/def2-TZVPD

Cartesian coordinates (Å):
C 1.151 -1.026 0.553
C 1.906 -0.133 0.375
F 2.744 0.857 0.324
H 0.388 -1.778 0.708
C -2.051 0.535 -0.967
P -2.847 0.460 0.387
H -1.290 1.084 -1.380

Values from the calculation:
* orbital gap: 9.953 eV
* structure (SMILES): C#CF.C#P
* charge: 0
* spin multiplicity: 1
* LUMO level: -0.2 eV

***

Version B
Formula: C3H2FP
Source: the OMol25 dataset
Level of theory: wB97M-V/def2-TZVPD

Cartesian coordinates (Å):
C -0.369 1.182 0.375
C 1.471 0.072 -0.278
C -1.234 0.653 -0.466
F 2.508 -0.373 0.403
P -0.049 -0.724 -0.139
H -2.143 0.742 -0.870
H -0.183 -1.553 0.974

Values from the calculation:
* orbital gap: 8.693 eV
* charge: 0
* spin multiplicity: 1
* LUMO level: -0.2 eV

***

Stability ranking, top entry: version A; the second entry is 0.0719 hartree less favorable.

***

Version A
Formula: C8H14N
Source: the OMol25 dataset
Level of theory: wB97M-V/def2-TZVPD

Cartesian coordinates (Å):
C -3.424 0.049 -1.230
C 3.331 0.636 -1.216
C -3.047 -0.788 -0.055
C 3.208 0.413 0.047
C -0.904 0.260 0.428
C -1.978 -0.791 0.691
C 0.323 -0.256 -0.264
C 3.581 0.129 1.388
N 0.128 -1.428 -0.763
H -3.050 0.958 -0.985
H -3.002 -0.256 -2.157
H 4.197 1.188 -1.589
H 2.555 0.773 -1.995
H -3.855 -1.425 0.197
H -1.294 1.236 -0.201
H -0.748 0.733 1.404
H -1.858 -1.233 1.658
H 3.389 0.725 2.267
H 3.328 -0.955 1.592
H 4.722 -0.078 1.401
H -4.545 -0.091 -1.340
H 0.892 -1.719 -1.309
H -0.799 -1.891 -0.596

Values from the calculation:
* orbital gap (spin up / spin down): 6.783 / 6.783 eV
* charge: +1
* spin multiplicity: 1
* LUMO level (spin up / spin down): -5.5 / -5.5 eV

***

Version B
Formula: C8H14N
Source: the OMol25 dataset
Level of theory: wB97M-V/def2-TZVPD

Cartesian coordinates (Å):
C 3.035 -1.560 1.273
C 1.905 -1.071 1.435
C 0.773 1.937 -1.924
C 0.349 0.567 -1.983
C -1.275 -1.277 -1.666
C -1.442 0.358 2.562
C 0.693 -0.366 1.383
C -0.848 0.161 -1.584
N -0.137 -0.289 2.353
H 3.904 -2.056 1.162
H 0.055 2.587 -1.476
H 1.701 2.172 -1.573
H 1.035 -0.032 -2.559
H -1.724 -1.780 -0.787
H -2.125 -1.415 -2.359
H -0.396 -1.812 -1.818
H -1.728 0.881 1.694
H -2.065 -0.504 2.934
H -1.533 1.142 3.371
H 0.516 0.047 0.421
H -1.445 0.941 -0.977
H 0.717 2.320 -2.955
H 0.035 -0.952 3.075

Values from the calculation:
* orbital gap: 7.055 eV
* charge: +1
* spin multiplicity: 1
* LUMO level: -5.4 eV

***

Stability ranking, top entry: version B; the second entry is 0.0819 hartree less favorable.

***

Version A
Formula: C8H16O2
Source: the OMol25 dataset
Level of theory: wB97M-V/def2-TZVPD

Cartesian coordinates (Å):
C 2.423 -0.283 -0.296
C 1.203 -0.452 -1.178
C -0.114 -0.646 -0.446
C -0.577 0.591 0.322
C -1.892 0.401 1.062
O -2.070 1.455 3.195
C -2.313 1.548 1.939
C 1.163 0.306 -2.479
C 1.386 -1.187 -2.480
H 3.341 -0.235 -0.898
H 2.368 0.645 0.294
H 2.520 -1.133 0.397
H -0.892 -0.916 -1.177
H -0.017 -1.508 0.235
H 0.182 0.926 1.045
H -0.692 1.419 -0.394
H -2.491 -0.496 0.851
H -2.219 2.566 1.516
H -2.962 1.055 0.631
H 0.195 0.677 -2.823
H 2.007 0.953 -2.723
H 2.384 -1.556 -2.722
H 0.571 -1.825 -2.828
O -1.396 -0.996 2.816
H -1.594 0.019 3.518
H -0.517 -1.329 2.624

Values from the calculation:
* orbital gap: 8.723 eV
* charge: 0
* spin multiplicity: 1
* LUMO level: -0.1 eV

***

Version B
Formula: C8H16O2
Source: the OMol25 dataset
Level of theory: wB97M-V/def2-TZVPD

Cartesian coordinates (Å):
C 1.791 -0.140 0.238
C 1.375 -0.385 1.579
C 1.986 -1.239 -0.762
C -0.178 0.834 -0.674
C 0.021 2.101 -0.295
O 2.652 0.877 -0.035
H 2.609 1.544 0.661
H -0.038 0.563 -1.717
H 1.891 -0.850 -1.773
H 1.809 0.282 2.319
H 1.432 -1.429 1.873
H 0.049 -0.126 1.692
H 1.281 -2.048 -0.620
H 3.008 -1.616 -0.653
H -0.172 2.384 0.734
H 0.449 2.853 -0.945
C -2.684 0.685 -0.394
C -1.394 -1.474 -0.269
C -1.404 0.008 0.143
O -1.250 0.179 1.462
H -2.729 0.659 -1.483
H -3.551 0.159 0.012
H -2.312 -1.935 0.101
H -1.348 -1.604 -1.351
H -0.574 -2.002 0.213
H -2.718 1.718 -0.055

Values from the calculation:
* orbital gap (spin up / spin down): 7.912 / 7.913 eV
* charge: 0
* spin multiplicity: 1
* LUMO level (spin up / spin down): -0.3 / -0.3 eV

***

Version C
Formula: C8H16O2
Source: the OMol25 dataset
Level of theory: wB97M-V/def2-TZVPD

Cartesian coordinates (Å):
C 2.880 -0.191 -1.098
C 1.674 -0.865 -1.708
O 1.741 -1.835 -2.405
O 0.484 -0.258 -1.432
C -0.046 -0.642 -0.150
C -0.914 -1.881 -0.359
C -0.744 0.563 0.552
C -0.289 1.887 -0.070
C -0.337 0.544 2.031
C -2.271 0.496 0.462
H 3.339 0.421 -1.877
H 2.605 0.452 -0.262
H 3.609 -0.941 -0.786
H 0.807 -0.931 0.483
H -0.315 -2.650 -0.844
H -1.265 -2.266 0.594
H -1.759 -1.657 -1.000
H 0.795 1.972 -0.059
H -0.626 1.958 -1.098
H -0.697 2.721 0.495
H -0.596 -0.409 2.488
H 0.733 0.702 2.146
H -0.855 1.332 2.572
H -2.663 -0.374 0.977
H -2.594 0.468 -0.575
H -2.697 1.385 0.924

Values from the calculation:
* orbital gap: 10.988 eV
* structure (SMILES): CC(=O)O[C@H](C)C(C)(C)C
* charge: 0
* spin multiplicity: 1
* LUMO level: 0.7 eV

***

Stability ranking, top entry: version C; the second entry is 0.1504 hartree less favorable.